(1)
Entry from the OMol25 dataset: a structure of composition C21H19N4OSTc at a distorted geometry (ωB97M-V with the def2-TZVPD basis set).

The geometry in XYZ format:
```
47
Properties=species:S:1:pos:R:3:forces:R:3
Tc -0.610 -0.041 0.200 0.8 -1.6 -0.8
C 3.441 1.450 -0.531 0.0 0.1 0.0
C 3.367 2.826 -0.371 -0.1 -0.1 0.1
C 2.159 3.406 -0.021 -0.5 0.3 0.1
C 1.079 2.565 0.164 1.5 -1.0 -0.8
C 1.070 1.184 0.034 -0.5 -0.1 0.3
C 2.320 0.662 -0.343 0.0 0.1 0.0
C -1.518 2.875 0.117 -1.3 -0.7 -0.7
C -2.370 3.899 -0.285 0.8 -0.1 0.2
C -3.640 3.557 -0.691 -0.1 -0.9 0.1
C -4.052 2.209 -0.599 0.4 0.3 0.1
C -5.364 1.790 -0.897 -0.3 -0.3 0.0
C -5.739 0.482 -0.715 -0.1 0.6 -0.1
C -4.822 -0.458 -0.223 0.5 0.0 0.1
C -3.523 -0.090 0.037 0.2 -0.1 0.0
C -3.113 1.240 -0.149 -0.2 0.2 -0.2
N -1.797 1.571 0.135 -0.7 2.5 0.6
H 4.381 0.998 -0.807 0.1 -0.1 0.0
H 4.237 3.444 -0.520 0.0 0.1 0.0
H 2.078 4.478 0.071 0.0 0.2 0.0
H 2.402 -0.404 -0.491 0.0 0.0 0.0
H -2.030 4.921 -0.316 0.1 0.1 0.0
H -4.328 4.307 -1.051 -0.1 0.1 0.0
H -6.070 2.527 -1.251 -0.1 0.0 0.0
H -6.749 0.173 -0.940 -0.1 0.0 0.0
H -5.149 -1.469 -0.039 0.0 -0.1 0.0
H -2.811 -0.816 0.448 -0.3 -0.1 0.1
N -0.179 4.664 2.447 0.0 -0.1 -0.3
C -0.210 3.438 1.986 0.1 0.0 1.7
N -0.255 2.350 2.712 0.0 0.1 -0.7
O -0.195 3.298 0.599 -0.5 -0.4 0.2
H -0.165 4.858 3.443 0.0 -0.1 0.0
H -0.136 5.480 1.846 0.0 -0.2 -0.1
H -0.282 2.390 3.726 0.0 0.0 0.0
H -0.247 1.419 2.246 0.0 0.4 0.3
S 0.571 -2.016 0.557 1.1 1.3 0.5
C 0.296 -3.694 0.234 -1.3 -0.3 -0.1
N 1.408 -4.457 0.147 0.0 0.3 0.0
C 1.373 -5.777 -0.085 -0.1 -0.5 -0.1
C 0.167 -6.419 -0.236 -0.2 0.2 0.1
C -1.010 -5.678 -0.111 0.3 -0.1 0.0
C -0.948 -4.315 0.120 0.5 0.1 0.0
H 2.309 -3.997 0.270 -0.1 -0.1 0.0
H 2.314 -6.302 -0.133 0.1 0.1 0.0
H 0.138 -7.477 -0.438 0.1 -0.1 0.0
H -1.964 -6.176 -0.184 -0.1 0.0 -0.1
H -1.843 -3.722 0.225 0.0 0.0 0.0
```
Forces are in eV/Å.

Summary:
LUMO energy (spin up / spin down) = -10.52 / -10.31 eV
HOMO level (spin up / spin down) = -16.82 / -16.51 eV
total charge = +3
ΔE to the lowest compared entry with this formula, charge and spin = 5.448 eV
⟨S²⟩ = 0.78
spin multiplicity = 2
frontier orbital gap (spin up / spin down) = 6.2922 / 6.1984 eV
molar mass = 473.48 g mol⁻¹

=====

(2)
Entry from the OMol25 dataset: a structure of composition C42H32FN12O5S4SeTi at a distorted geometry (ωB97M-V with the def2-TZVPD basis set).

The geometry in XYZ format:
```
98
Properties=species:S:1:pos:R:3:forces:R:3
Ti -10.772 -12.561 13.104 0.5 0.9 0.5
C -11.459 -14.042 17.215 1.5 -0.9 0.1
C -11.114 -13.219 15.993 -0.9 -1.2 1.8
N -11.407 -13.695 14.832 -0.7 -0.2 -0.8
N -12.172 -14.881 14.834 1.0 0.3 -0.5
C -12.400 -15.288 13.627 0.4 0.8 1.4
S -11.796 -14.456 12.253 -0.1 -0.4 -1.1
S -13.434 -16.665 13.454 -1.0 -0.4 0.0
C -15.044 -15.681 13.383 0.4 -0.5 0.9
C -15.146 -14.628 14.435 1.2 1.6 0.9
C -15.397 -14.966 15.773 -1.8 0.6 -0.6
C -15.632 -13.972 16.753 0.0 -0.7 -0.4
C -15.385 -12.636 16.423 -1.0 0.2 1.9
C -14.933 -12.307 15.166 0.6 -0.4 0.2
C -14.801 -13.255 14.188 -0.7 -2.2 0.5
C -10.716 -11.860 16.213 1.0 -0.4 1.6
C -10.052 -11.449 17.425 0.7 1.3 -0.6
C -9.787 -10.077 17.568 -0.2 -1.5 1.4
C -10.388 -9.099 16.769 -0.1 -1.0 -0.5
C -11.074 -9.496 15.656 -0.3 -0.9 -0.6
C -11.152 -10.902 15.331 -1.2 1.9 -0.9
O -11.732 -11.248 14.170 0.5 -0.1 0.2
H -11.059 -13.672 18.167 -0.6 0.4 -0.4
H -11.075 -15.075 17.180 0.1 0.3 -0.5
H -12.510 -14.208 17.169 -1.0 0.2 0.5
H -15.836 -16.416 13.513 0.1 -0.2 -0.1
H -15.072 -15.307 12.394 -0.2 0.6 -1.0
H -15.784 -15.965 15.942 0.5 -0.2 0.4
H -16.079 -14.319 17.713 0.6 0.6 -0.7
H -15.645 -11.819 17.148 0.5 -1.0 -0.7
H -14.526 -11.343 14.986 -0.2 1.0 -0.3
H -14.435 -12.948 13.249 0.3 0.2 -1.2
H -9.633 -12.154 18.177 -0.5 0.5 -0.9
H -9.236 -9.722 18.442 -0.1 -0.3 -0.2
H -10.286 -8.089 17.095 0.0 0.7 -0.2
H -11.545 -8.819 14.941 0.1 -0.1 0.3
Se -4.448 -10.549 17.344 0.4 -0.4 0.2
N -5.605 -9.666 16.372 -0.3 0.8 -0.1
C -6.417 -10.519 15.828 -0.6 0.0 -0.6
C -7.500 -10.106 14.905 2.0 1.4 0.7
C -7.560 -8.743 14.435 -3.4 -2.7 -0.7
C -8.606 -8.474 13.561 1.8 0.1 -0.8
C -9.395 -9.513 13.046 -0.5 1.3 -0.3
N -9.299 -10.712 13.514 0.7 -3.1 0.2
C -8.323 -11.084 14.413 -0.6 1.1 -0.9
C -8.081 -12.508 14.738 -1.7 -0.1 -2.2
N -8.927 -13.393 14.094 0.4 1.3 0.2
C -8.757 -14.705 14.184 1.0 0.7 1.5
C -7.777 -15.218 15.064 0.4 2.6 -0.1
C -6.888 -14.300 15.694 -1.2 -1.3 -1.1
C -7.005 -12.924 15.480 -0.2 -0.6 0.7
C -6.165 -11.915 16.116 0.3 0.8 -0.1
N -5.142 -12.120 16.905 -0.2 -0.8 0.0
H -7.004 -7.938 14.773 1.5 1.0 0.8
H -8.610 -7.521 13.044 -0.4 0.1 0.3
H -10.150 -9.292 12.253 0.6 -0.4 0.8
H -9.461 -15.332 13.662 0.0 -0.1 0.0
H -7.800 -16.257 15.204 0.6 -1.2 0.3
H -6.086 -14.617 16.324 0.3 -0.4 0.4
S -12.165 -11.143 11.541 -0.3 0.3 -1.6
C -12.360 -11.404 9.785 0.5 -0.7 1.0
N -12.039 -12.583 9.148 -1.4 0.6 1.0
C -12.495 -12.854 7.911 0.6 0.5 -0.4
C -13.136 -11.893 7.185 -0.8 -0.5 0.0
C -13.420 -10.736 7.879 1.2 1.0 -0.1
N -12.948 -10.453 9.074 -0.7 0.1 0.9
H -11.621 -13.326 9.712 0.3 0.0 -0.2
H -12.231 -13.805 7.522 0.2 -0.7 -0.3
H -13.471 -11.958 6.154 0.2 -0.5 0.3
H -13.903 -9.925 7.378 -0.4 0.4 -0.2
S -7.142 -15.099 11.580 0.0 -0.2 0.4
C -8.045 -16.500 11.562 0.5 -0.9 0.7
N -8.648 -16.838 10.391 -0.2 0.7 -0.8
C -9.089 -18.049 10.094 -0.4 -2.3 -1.5
C -9.083 -19.092 11.037 -0.5 2.1 -2.0
C -8.683 -18.618 12.274 0.2 -1.0 1.1
N -8.171 -17.453 12.550 0.4 1.7 -0.1
H -8.664 -16.094 9.692 -0.1 -0.2 0.2
H -9.342 -18.174 8.996 0.0 0.0 1.6
H -9.492 -20.072 10.830 0.3 0.2 0.1
H -8.729 -19.298 13.117 -0.1 0.0 0.2
F -10.615 -11.855 5.663 0.3 0.3 0.0
C -9.966 -11.306 6.708 0.5 -2.2 0.8
C -9.232 -12.127 7.522 -0.8 2.6 0.0
N -8.679 -11.586 8.699 -0.8 -0.1 -2.0
C -8.120 -12.511 9.653 1.0 0.8 0.5
C -9.258 -13.161 10.387 -0.2 1.3 2.3
O -9.919 -13.998 9.818 -0.7 -1.4 -0.7
O -9.579 -12.619 11.547 0.6 -0.7 -1.6
C -8.834 -10.245 9.013 -1.0 -0.5 -0.3
O -8.426 -9.776 10.023 1.2 0.8 1.8
N -9.624 -9.496 8.168 -0.4 -0.5 -1.1
C -10.353 -9.963 7.094 0.1 -0.4 -0.4
O -11.247 -9.346 6.569 0.0 0.4 -0.1
H -9.142 -13.182 7.357 0.2 -0.2 -0.1
H -7.464 -11.944 10.326 -0.2 -0.3 -0.2
H -7.566 -13.212 9.056 0.3 -0.6 0.2
H -9.901 -8.568 8.420 0.2 0.5 0.6
```
Forces are in eV/Å.

Summary:
LUMO energy = -3.28 eV
HOMO level = -10.53 eV
total charge = +1
ΔE to the lowest compared entry with this formula, charge and spin = 0.000 eV
spin multiplicity = 1
frontier orbital gap = 7.2457 eV
molar mass = 1058.89 g mol⁻¹

=====

(3)
Entry from the OMol25 dataset: an isolated molecule of C4H7NS3 at a distorted geometry (ωB97M-V with the def2-TZVPD basis set).

The geometry in XYZ format:
```
15
Properties=species:S:1:pos:R:3:forces:R:3
C 2.390 0.189 -0.373 0.2 -0.4 0.0
C 1.056 -0.416 0.009 -0.1 -1.0 -0.7
S 0.901 -2.055 0.052 0.2 -0.3 0.3
N -0.051 0.339 0.212 0.7 1.2 -0.1
S -0.036 2.030 0.073 0.6 0.5 0.2
C -1.275 -0.172 0.780 0.7 0.8 2.9
C -2.187 -0.734 -0.160 -2.8 -0.9 -0.9
S -3.773 -0.359 -0.217 0.9 -0.1 -0.1
H 3.112 -0.647 -0.437 -0.5 0.5 0.1
H 2.335 0.639 -1.388 0.0 0.2 0.9
H 2.740 0.861 0.430 -0.2 0.2 -0.7
H -0.641 2.140 -1.104 -0.2 0.0 -0.5
H -1.770 0.672 1.319 0.4 -0.7 -0.4
H -0.970 -0.927 1.547 -0.4 0.2 -0.6
H -1.831 -1.560 -0.743 0.3 -0.2 -0.5
```
Forces are in eV/Å.

Summary:
LUMO energy = -0.58 eV
HOMO level = -8.55 eV
total charge = 0
SMILES string = CC(=S)N(S)CC=S
ΔE to the lowest compared entry with this formula, charge and spin = 1.426 eV
spin multiplicity = 1
frontier orbital gap = 7.9641 eV
molar mass = 165.31 g mol⁻¹

=====

(4)
Entry from the OMol25 dataset: a structure of composition C42H46MnN8O3S4Se at a distorted geometry (ωB97M-V with the def2-TZVPD basis set).

The geometry in XYZ format:
```
105
Properties=species:S:1:pos:R:3:forces:R:3
Mn 0.038 -0.589 1.025 -1.0 -0.4 -2.3
C 3.359 -5.584 0.445 0.0 0.0 0.0
C 4.719 -4.917 0.668 0.0 0.0 0.0
C 5.706 -5.485 -0.363 0.0 0.0 0.0
C 5.207 -5.265 2.083 0.0 0.0 0.0
C 4.636 -3.393 0.535 0.1 -0.1 0.0
C 5.816 -2.619 0.570 0.0 0.0 0.0
C 5.789 -1.243 0.464 0.0 0.0 0.0
C 4.548 -0.621 0.328 0.1 0.2 0.0
S 4.163 1.049 0.097 0.1 0.3 0.0
C 2.472 0.652 0.028 0.0 0.6 -0.3
N 2.207 -0.604 0.193 0.3 -0.5 0.1
C 3.370 -1.355 0.330 -0.2 -0.1 0.0
C 3.422 -2.745 0.414 -0.2 -0.1 0.0
C 1.409 1.640 -0.246 0.0 0.0 -0.1
C 1.738 2.933 -0.662 0.2 -0.1 0.0
C 0.731 3.828 -0.969 0.0 0.1 0.0
C -0.594 3.423 -0.837 -0.1 0.0 0.0
C -0.896 2.137 -0.403 0.0 0.0 0.0
C 0.083 1.181 -0.103 0.3 0.8 -0.1
H 3.477 -6.670 0.477 0.0 0.0 0.0
H 2.938 -5.319 -0.528 0.0 0.0 0.0
H 2.637 -5.305 1.219 0.1 0.0 -0.1
H 5.715 -6.577 -0.308 0.0 0.1 0.0
H 6.727 -5.137 -0.190 -0.1 0.0 0.0
H 5.415 -5.195 -1.378 0.0 0.0 0.1
H 5.326 -6.350 2.189 0.0 0.1 0.0
H 4.488 -4.922 2.834 0.1 0.0 -0.1
H 6.170 -4.795 2.297 -0.1 0.0 0.0
H 6.779 -3.109 0.670 -0.1 0.0 0.0
H 6.707 -0.665 0.486 -0.1 -0.1 0.0
H 2.483 -3.284 0.376 0.1 0.0 0.0
H 2.782 3.233 -0.751 -0.2 0.0 0.0
H 0.972 4.834 -1.298 0.0 -0.1 0.0
H -1.396 4.120 -1.066 0.1 -0.1 0.0
H -1.949 1.882 -0.288 0.1 0.0 0.0
C -3.549 -6.983 1.526 0.0 0.0 0.0
C -3.880 -5.559 1.098 0.0 0.0 0.0
C -2.739 -4.604 1.410 -0.2 0.2 -0.1
N -3.083 -3.226 1.028 0.2 -0.4 0.1
C -2.761 -2.091 1.650 -0.1 0.1 0.2
S -2.659 -0.651 0.794 -0.3 0.1 0.2
N -2.507 -2.115 3.001 -0.2 -0.1 -0.1
C -2.981 -2.998 3.984 -0.5 0.3 -0.7
O -2.302 -3.265 4.931 0.5 -0.1 0.9
C -4.385 -3.504 3.849 0.1 0.1 0.0
C -4.716 -4.680 4.509 0.0 -0.2 0.0
C -6.006 -5.181 4.442 0.0 0.0 0.0
C -6.980 -4.489 3.730 0.0 0.0 0.0
C -6.660 -3.293 3.102 0.0 0.0 0.0
C -5.362 -2.803 3.154 -0.1 0.2 -0.1
H -4.373 -7.659 1.297 0.0 0.0 0.0
H -3.362 -7.031 2.604 0.0 0.0 -0.1
H -2.656 -7.354 1.013 -0.1 0.0 0.0
H -4.781 -5.209 1.610 0.0 0.0 0.0
H -4.080 -5.529 0.022 0.0 0.0 0.0
H -1.842 -4.898 0.861 0.1 0.0 0.0
H -2.506 -4.647 2.467 0.1 0.0 0.1
H -3.228 -3.079 0.040 0.0 0.0 -0.1
H -1.856 -1.402 3.320 0.1 0.1 0.0
H -3.943 -5.197 5.068 0.0 0.0 0.0
H -6.254 -6.108 4.946 0.0 0.0 0.0
H -7.989 -4.877 3.675 0.0 0.0 0.0
H -7.423 -2.733 2.574 0.0 0.0 0.0
H -5.123 -1.863 2.666 0.0 -0.1 0.0
C 2.348 -3.229 -3.024 -0.2 0.1 -0.1
N 1.413 -2.135 -3.250 0.1 0.0 0.0
C 1.539 -1.192 -4.262 0.2 -0.3 0.2
C 0.496 -0.355 -4.149 -0.3 0.0 0.2
N -0.258 -0.789 -3.071 -0.1 0.3 0.0
C -1.513 -0.189 -2.627 0.1 0.0 -0.3
C 0.306 -1.877 -2.506 0.2 0.2 -0.4
Se -0.345 -2.809 -1.041 0.2 -0.3 0.0
H 2.767 -3.534 -3.981 0.0 0.0 0.0
H 1.806 -4.055 -2.576 -0.1 -0.1 0.0
H 3.144 -2.926 -2.351 0.1 0.1 0.1
H 2.356 -1.201 -4.965 -0.1 -0.1 0.1
H 0.225 0.511 -4.730 0.0 -0.1 0.1
H -2.352 -0.635 -3.162 0.0 0.0 0.0
H -1.479 0.881 -2.813 0.0 0.0 0.0
H -1.633 -0.366 -1.568 0.0 0.0 0.1
N -3.288 -0.774 8.597 0.1 0.2 -0.2
C -2.612 -0.234 7.508 -0.1 0.0 0.1
C -1.227 -0.056 7.547 0.1 0.0 0.0
C -0.562 0.531 6.483 -0.2 0.0 -0.1
C -1.281 0.937 5.363 0.1 -0.3 0.1
C -2.662 0.775 5.317 0.0 0.0 -0.1
C -3.321 0.203 6.385 -0.1 -0.1 0.0
S -0.466 1.538 3.932 0.0 0.2 -0.4
O 0.833 2.024 4.331 0.1 -0.2 0.0
O -1.379 2.422 3.274 0.0 0.0 -0.2
N -0.326 0.220 2.975 1.0 -0.7 0.9
C 0.698 -0.672 3.191 0.0 0.1 1.3
S 2.176 -0.437 4.114 -0.3 0.0 0.0
C 2.622 -2.077 3.792 0.2 0.1 0.1
C 1.714 -2.664 3.000 -0.4 -0.1 -0.3
N 0.631 -1.883 2.618 0.4 0.2 0.9
H -2.738 -1.317 9.236 0.1 -0.1 0.0
H -4.192 -1.170 8.406 0.0 0.0 0.0
H -0.671 -0.386 8.418 0.0 0.1 0.0
H 0.508 0.688 6.519 0.0 0.0 0.0
H -3.207 1.113 4.442 0.1 -0.1 0.1
H -4.399 0.068 6.349 0.1 0.1 0.0
H 3.533 -2.498 4.195 -0.2 0.0 -0.1
H 1.749 -3.692 2.664 0.0 0.1 0.0
```
Forces are in eV/Å.

Summary:
LUMO energy (spin up / spin down) = 0.14 / 0.12 eV
HOMO level (spin up / spin down) = -6.61 / -7.66 eV
total charge = 0
ΔE to the lowest compared entry with this formula, charge and spin = 1.236 eV
⟨S²⟩ = 8.76
spin multiplicity = 6
frontier orbital gap (spin up / spin down) = 6.7520 / 7.7856 eV
molar mass = 973.05 g mol⁻¹